The following is a quantum chemistry calculation of C20H28HfOS3SbSi as an isolated structure in a non-equilibrium geometry, from OMol25.

Structure (XYZ):
```
55
C20H28HfOS3SbSi (the ωB97M-V functional and the def2-TZVPD basis)
Hf 0.87884 0.66353 -1.24998
C 3.88298 1.47582 1.77610
C 3.01157 1.05484 2.96520
C 3.32102 -0.39650 3.32872
C 1.54157 1.29264 2.65112
C 1.00954 2.56634 2.82286
C -0.31704 2.83584 2.52973
C -1.16851 1.82758 2.08247
C -2.61891 2.12665 1.81279
C -0.64447 0.55585 1.91007
C 0.70183 0.29631 2.15255
H 4.94423 1.33195 1.99719
H 3.71294 2.51923 1.52136
H 3.61885 0.87980 0.90354
H 3.26696 1.69367 3.82066
H 3.22476 -1.03250 2.44633
H 2.65266 -0.76383 4.11226
H 4.34988 -0.47117 3.68869
H 1.65308 3.36591 3.17446
H -0.69608 3.84673 2.63627
H -3.15261 2.33419 2.74471
H -3.10000 1.28794 1.31071
H -2.70945 3.00497 1.17104
H -1.28698 -0.25285 1.58142
H 1.07810 -0.70755 2.02635
S 4.30749 3.22680 -3.07509
Sb 2.01725 3.11467 -3.03842
S 1.47814 2.95224 -0.60777
S 1.51125 0.74650 -3.61787
C 1.88848 -0.96892 -0.38971
C 1.13199 -2.05411 -0.85937
C 1.28432 -2.53296 -2.21228
C 0.58894 -3.62204 -2.68720
C -0.29062 -4.34500 -1.87832
C -0.43326 -3.93824 -0.55135
C 0.25212 -2.85447 -0.04947
H 1.98906 -2.02235 -2.85640
H 0.74426 -3.93152 -3.71702
H -0.84504 -5.18763 -2.27484
H -1.09184 -4.50135 0.10536
H 0.10886 -2.56148 0.98606
C -2.07042 -0.90035 -3.46183
Si -2.46913 -0.03684 -1.82490
C -3.68587 1.38257 -2.20963
C -3.51054 -1.21583 -0.75451
O -1.15017 0.48868 -1.10166
H -2.94806 -1.02037 -4.10328
H -1.63992 -1.88851 -3.28017
H -1.32338 -0.32420 -4.01286
H -4.46685 1.05190 -2.89848
H -3.17441 2.23840 -2.65463
H -4.16976 1.72504 -1.29069
H -4.48806 -1.38190 -1.21519
H -3.68014 -0.79168 0.23905
H -3.01943 -2.18244 -0.62416
```

As for the expectation value of S²: 0.757. Its spin multiplicity is 2. Its energy relative to the best compared isomer or geometry (same formula, charge and spin) is 52.21 kJ/mol. The value obtained for the HOMO energy (alpha / beta) is -0.654 / -0.369 eV. As for the calculated total energy: -71475.4761 eV. As for the charge: -2.